{
  "formula": "C3H4ClNO3",
  "method": "ωB97M-V/def2-TZVPD",
  "e_lumo_ha": 0.013,
  "e_homo_ha": -0.397,
  "e_above_lowest_kcal_mol": 82.2,
  "total_charge": 0,
  "energy_ev": -23325.7382,
  "homo_lumo_gap_ha": 0.4100,
  "species": ["C", "C", "O", "C", "Cl", "N", "O", "O", "H", "H", "H", "H"],
  "coordinates": [[-1.564, 0.077, 0.164], [-0.447, -0.888, -0.191], [0.354, -0.636, -1.321], [0.995, -0.435, -0.169], [2.247, -1.436, 0.393], [1.420, 1.149, 0.080], [2.315, 1.380, 0.865], [0.807, 1.884, -0.594], [-2.441, -0.468, 0.163], [-1.572, 0.599, -0.736], [-1.390, 0.591, 1.180], [-0.724, -1.818, 0.166]]
}

{
  "formula": "C3H4ClNS",
  "method": "ωB97M-V/def2-TZVPD",
  "e_lumo_ha": 0.027,
  "e_homo_ha": -0.327,
  "e_above_lowest_kcal_mol": 12.3,
  "total_charge": 0,
  "energy_ev": -28022.5702,
  "homo_lumo_gap_ha": 0.3544,
  "species": ["Cl", "C", "N", "C", "S", "C", "H", "H", "H", "H"],
  "coordinates": [[0.623, -0.450, 3.002], [0.510, -0.190, 1.355], [1.200, 0.614, 0.688], [0.824, 0.811, -0.648], [-0.755, -0.111, -0.963], [-0.543, -0.985, 0.622], [0.637, 1.785, -0.943], [1.578, 0.345, -1.179], [-0.480, -1.983, 0.312], [-1.327, -0.764, 1.309]]
}

{
  "formula": "C3H4ClO3S",
  "method": "ωB97M-V/def2-TZVPD",
  "e_lumo_ha": 0.122,
  "e_homo_ha": -0.150,
  "e_above_lowest_kcal_mol": 45.7,
  "total_charge": -1,
  "energy_ev": -32675.3679,
  "homo_lumo_gap_ha": 0.2715,
  "species": ["C", "C", "C", "O", "O", "O", "S", "Cl", "H", "H", "H", "H"],
  "coordinates": [[-1.192, 0.505, 1.639], [0.899, -0.068, 0.074], [-0.348, 0.723, 0.297], [-2.378, 0.776, 1.775], [-0.375, 0.171, 2.492], [-1.622, 0.011, -1.176], [-2.321, 1.162, -1.989], [-0.361, 2.321, -0.163], [0.754, -1.187, 0.129], [1.669, 0.045, 0.891], [1.377, 0.254, -0.859], [-3.554, 1.348, -1.363]]
}

{
  "formula": "C3H4ClO6S2",
  "method": "ωB97M-V/def2-TZVPD",
  "e_lumo_ha": 0.122,
  "e_homo_ha": -0.178,
  "e_above_lowest_kcal_mol": 0.0,
  "total_charge": -1,
  "energy_ev": -49652.1828,
  "homo_lumo_gap_ha": 0.2995,
  "species": ["O", "S", "O", "O", "C", "C", "O", "S", "O", "O", "C", "Cl", "H", "H", "H", "H"],
  "coordinates": [[-2.290, -1.470, -1.479], [-1.608, -0.914, -0.306], [-2.485, -0.665, 0.787], [-1.030, 0.513, -0.937], [-0.522, 1.495, -0.043], [0.974, 1.439, 0.124], [1.338, 0.207, 0.633], [1.333, -1.216, -0.245], [2.528, -1.970, 0.234], [1.386, -0.781, -1.649], [-0.349, -2.069, 0.221], [-0.303, -2.107, 1.971], [-1.032, 1.552, 0.970], [-0.968, 2.388, -0.431], [1.638, 1.521, -0.683], [1.389, 2.075, 0.833]]
}

{
  "formula": "C3H4CoLiO3",
  "method": "ωB97M-V/def2-TZVPD",
  "e_lumo_ha": [-0.235, -0.225],
  "e_homo_ha": [-0.401, -0.467],
  "e_above_lowest_kcal_mol": 181.2,
  "spin_multiplicity": 4,
  "total_charge": 1,
  "energy_ev": -47135.0251,
  "homo_lumo_gap_ha": [0.1658, 0.2421],
  "species": ["O", "C", "C", "H", "H", "H", "H", "Li", "O", "C", "O", "Co"],
  "coordinates": [[-1.796, 0.275, 0.215], [-0.670, 0.750, -0.394], [0.259, 1.226, 0.707], [-0.909, 0.258, -1.378], [0.321, 0.773, -1.418], [-0.166, 1.077, 1.719], [0.414, 2.312, 0.622], [-2.001, -1.423, 0.705], [-0.071, -2.180, -0.122], [0.773, -1.732, -0.836], [1.922, -1.425, -0.712], [1.925, 0.089, 0.892]]
}

{
  "formula": "C3H4CsO3",
  "method": "ωB97M-V/def2-TZVPD",
  "e_lumo_ha": 0.066,
  "e_homo_ha": -0.121,
  "e_above_lowest_kcal_mol": 28.6,
  "total_charge": -1,
  "energy_ev": -9864.4626,
  "homo_lumo_gap_ha": 0.1867,
  "species": ["H", "O", "C", "C", "O", "C", "O", "Cs", "H", "H", "H"],
  "coordinates": [[2.357, -1.084, -4.225], [2.026, -0.882, -3.348], [-1.879, 0.504, -0.048], [-1.153, 0.717, 1.052], [-0.960, -0.230, 2.019], [0.283, -0.249, 2.746], [1.265, -0.197, 1.998], [3.125, -1.116, -0.447], [-2.330, -0.470, -0.246], [-2.046, 1.318, -0.755], [-0.689, 1.690, 1.255]]
}

{
  "formula": "C3H4CuLiO3",
  "method": "ωB97M-V/def2-TZVPD",
  "e_lumo_ha": [-0.040, -0.040],
  "e_homo_ha": [-0.259, -0.259],
  "e_above_lowest_kcal_mol": 54.2,
  "total_charge": 0,
  "energy_ev": -54157.2986,
  "homo_lumo_gap_ha": [0.2188, 0.2189],
  "species": ["O", "C", "C", "O", "O", "C", "H", "H", "H", "Li", "Cu", "H"],
  "coordinates": [[1.222, 0.218, 0.727], [0.842, 1.532, 0.645], [0.775, -0.507, -0.471], [1.261, 2.305, 1.492], [-0.315, 1.548, 0.094], [-0.612, -0.960, -0.154], [1.396, -1.410, -0.418], [0.759, 0.092, -1.406], [-1.181, -1.269, -1.050], [-0.949, -0.443, 1.946], [-1.724, 0.860, -1.512], [-1.474, -1.966, 0.107]]
}

{
  "formula": "C3H4CuO3",
  "method": "ωB97M-V/def2-TZVPD",
  "e_lumo_ha": [0.144, 0.095],
  "e_homo_ha": [-0.079, -0.184],
  "e_above_lowest_kcal_mol": 54.0,
  "spin_multiplicity": 3,
  "total_charge": -1,
  "energy_ev": -53954.6256,
  "homo_lumo_gap_ha": [0.2232, 0.2788],
  "species": ["H", "Cu", "O", "C", "C", "O", "O", "C", "H", "H", "H"],
  "coordinates": [[2.767, -0.590, -0.710], [2.465, 0.756, 0.941], [-0.799, -1.147, -0.342], [-1.204, 0.087, 0.063], [0.602, -1.418, -0.098], [-2.340, 0.197, 0.527], [-0.298, 0.983, -0.028], [1.402, -0.205, -0.480], [0.861, -2.295, -0.705], [0.668, -1.689, 0.967], [1.389, 0.243, -1.484]]
}

{
  "formula": "C3H4DyO3",
  "method": "ωB97M-V/def2-TZVPD",
  "e_lumo_ha": [-0.224, -0.248],
  "e_homo_ha": [-0.505, -0.506],
  "e_above_lowest_kcal_mol": 0.0,
  "spin_multiplicity": 6,
  "total_charge": 1,
  "energy_ev": -33391.5138,
  "homo_lumo_gap_ha": [0.2817, 0.2577],
  "species": ["O", "C", "O", "C", "C", "O", "Dy", "H", "H", "H", "H"],
  "coordinates": [[-1.786, 1.808, 0.148], [-1.921, 0.677, -0.464], [-2.935, -0.004, -0.527], [1.656, -0.132, 0.360], [0.456, -0.888, 0.037], [-0.721, 0.211, -0.943], [0.357, 2.002, 0.206], [2.028, -0.268, 1.384], [2.458, -0.171, -0.387], [-0.420, -1.376, 0.483], [0.829, -1.860, -0.298]]
}

{
  "formula": "C3H4ErMgO4",
  "method": "ωB97M-V/def2-TZVPD",
  "e_lumo_ha": [-0.353, -0.354],
  "e_homo_ha": [-0.483, -0.586],
  "spin_multiplicity": 5,
  "total_charge": 2,
  "energy_ev": -44412.3052,
  "homo_lumo_gap_ha": [0.1302, 0.2328],
  "species": ["O", "C", "O", "C", "Er", "H", "H", "H", "H", "O", "C", "O", "Mg"],
  "coordinates": [[2.089, 0.675, -0.719], [1.346, -0.387, -1.038], [1.372, -1.461, -0.148], [1.290, -1.126, 1.268], [2.349, 0.973, 1.335], [1.492, -0.785, -2.055], [1.777, -1.960, 1.795], [0.222, -1.149, 1.556], [-0.842, 0.506, -0.718], [-2.609, 0.369, 0.441], [-1.935, 0.885, -0.496], [-2.432, 1.837, -1.164], [-4.117, 1.623, -0.057]]
}

{
  "formula": "C3H4F2",
  "method": "ωB97M-V/def2-TZVPD",
  "e_lumo_ha": 0.031,
  "e_homo_ha": -0.320,
  "e_above_lowest_kcal_mol": 45.9,
  "total_charge": 0,
  "energy_ev": -8608.1246,
  "homo_lumo_gap_ha": 0.3507,
  "species": ["C", "C", "F", "C", "F", "H", "H", "H", "H"],
  "coordinates": [[-0.602, 0.171, -0.041], [-0.044, -0.230, 1.230], [-0.540, 0.373, 2.376], [1.253, -1.043, 1.375], [1.670, -1.424, 2.635], [0.004, 0.402, -0.916], [-1.119, -0.656, -0.348], [-1.369, 0.791, 0.243], [1.844, -1.389, 0.533]]
}

{
  "formula": "C3H4F2OS",
  "method": "ωB97M-V/def2-TZVPD",
  "e_lumo_ha": -0.026,
  "e_homo_ha": -0.344,
  "e_above_lowest_kcal_mol": 66.6,
  "total_charge": 0,
  "energy_ev": -21490.4884,
  "homo_lumo_gap_ha": 0.3182,
  "species": ["C", "C", "C", "O", "F", "F", "S", "H", "H", "H", "H"],
  "coordinates": [[2.021, 0.153, 0.583], [-0.789, 0.459, -0.751], [-1.903, 0.177, 0.203], [-2.666, -0.717, 0.257], [-0.666, -0.558, -1.656], [-1.939, 1.157, 1.154], [2.495, -1.413, 0.668], [2.735, 0.759, 1.148], [-0.983, 1.386, -1.305], [0.187, 0.539, -0.205], [1.507, -1.944, -0.097]]
}